133
Properties=species:S:1:pos:R:3:forces:R:3 method="wB97M-V/def2-TZVPD" energy_ev=-134480.9608 smiles="CC[C@@H](Cl)N(CCCCSc1nnco1)C[C@@H](C)O[C@](CCCC(=O)O)(CCC(=O)Nc1ccccc1)S(=O)(=O)C(F)(F)C(F)(F)F.NC(N)=O.NC(N)=O.NC(N)=O.NC(N)=O.NC(N)=O.NC(N)=O" max_force_ev_per_a=9.313
C -2.40706 4.54889 -4.46065 0.5 -0.7 0.8
C -1.26739 3.55286 -3.74885 -0.5 0.3 -0.1
C -1.46697 1.98241 -4.28285 -0.7 1.7 0.1
Cl -0.21881 1.62986 -5.65261 -1.1 0.2 1.5
N -1.40741 0.96130 -3.15829 -0.6 1.7 0.3
C -2.69787 1.15299 -2.39049 -1.7 -0.2 1.3
C -3.64402 -0.19693 -2.29802 -0.3 0.0 -0.4
C -3.99396 -0.88012 -3.74934 -0.5 -0.7 -0.1
C -4.62843 0.14437 -4.86248 -1.8 0.1 0.7
S -3.71789 -0.15633 -6.48034 -1.1 1.1 -1.0
C -4.31946 0.98506 -7.83954 2.3 3.6 -1.6
N -3.28508 2.00743 -8.34894 -5.9 -3.0 0.3
N -3.88886 2.74944 -9.37857 -5.8 -4.8 1.7
C -5.29831 2.18114 -9.50290 4.0 0.9 1.1
O -5.61676 1.08307 -8.54690 5.2 3.4 -1.1
C -0.17669 1.11904 -2.29394 2.1 0.3 -1.1
C 0.55231 -0.34474 -1.91781 -1.8 2.2 1.4
C -0.29622 -0.91278 -0.64090 0.2 0.2 1.3
O 0.49836 -1.11805 -3.14276 1.5 -1.5 1.4
C 1.18544 -2.40064 -3.12373 -1.1 -1.2 0.9
C 0.20246 -3.69664 -2.72952 -0.7 -0.3 0.0
C -1.39121 -3.40407 -2.96732 -0.3 -1.1 0.0
C -2.32861 -4.47924 -2.09340 -1.1 0.4 -0.6
C -2.55332 -4.02877 -0.53351 -3.0 3.0 2.4
O -3.45901 -3.14122 -0.11204 5.5 -5.5 -2.9
O -1.71540 -4.70326 0.49410 -0.6 2.3 -2.5
C 2.65036 -2.44495 -2.39944 1.1 0.6 -0.9
C 2.66175 -2.76191 -0.80152 1.2 -0.1 0.6
C 3.56341 -1.57930 -0.07022 5.5 1.8 -1.0
O 4.85943 -1.34694 -0.41116 -8.8 -2.5 1.2
N 2.95865 -0.65333 0.99563 1.9 -1.3 -0.4
C 3.76664 -0.77718 2.27400 2.5 0.7 4.7
C 4.63428 -2.10147 2.73389 -0.2 2.7 2.2
C 5.46916 -2.15228 4.17036 -2.3 3.6 -0.7
C 5.47431 -0.86578 5.23701 -2.3 0.4 -4.6
C 4.64198 0.48328 4.76299 0.1 -3.5 -2.1
C 3.80966 0.51800 3.31436 1.5 -2.8 1.5
S 1.59137 -2.73470 -4.96975 9.3 -0.5 -0.3
O 2.68089 -1.64609 -5.31691 -5.1 -2.9 0.7
O 2.33990 -4.10926 -5.15397 -4.2 4.0 0.8
C 0.08774 -2.67892 -6.07934 -2.5 0.0 -2.5
F -0.98324 -1.74835 -5.65742 3.4 -3.4 -1.1
F -0.39093 -4.08401 -6.32172 1.1 4.6 1.1
C 0.58419 -2.13541 -7.58138 -1.1 1.0 -2.8
F 0.95799 -0.68874 -7.56344 -1.0 -5.6 -0.1
F 1.58575 -3.01780 -8.22148 -3.4 3.5 2.5
F -0.65615 -2.21085 -8.43938 4.2 0.2 2.8
H -2.09840 5.65790 -4.19780 -0.8 -2.3 -0.8
H -2.47761 4.33171 -5.60895 0.3 0.6 2.1
H -3.45562 4.33045 -3.94523 2.4 0.5 -1.2
H -0.16801 3.89875 -3.95131 -2.2 -0.6 0.3
H -1.46531 3.65242 -2.57781 0.5 -0.5 -2.5
H -2.52048 1.99315 -4.84099 2.4 -0.6 1.3
H -2.48949 1.50888 -1.27200 -0.4 -0.7 -2.3
H -3.40263 2.00236 -2.84491 1.8 -1.7 0.8
H -3.17664 -1.03752 -1.62839 -0.8 1.7 -1.2
H -4.68207 0.10966 -1.79595 2.3 -0.6 -1.0
H -3.09503 -1.47150 -4.23997 -1.6 1.4 1.2
H -4.82827 -1.70546 -3.53786 1.8 1.7 -0.5
H -5.76044 -0.16586 -5.02495 2.4 0.8 0.3
H -4.60445 1.26825 -4.52448 0.1 -2.2 -0.7
H -6.03293 2.59778 -10.31539 1.3 -1.3 2.1
H -0.32726 1.77820 -1.33274 0.1 -1.5 -1.6
H 0.64688 1.68853 -2.94376 -1.8 -1.2 1.3
H 1.61164 -0.03711 -1.52752 -1.7 -1.0 -1.1
H 0.28607 -0.54934 0.33588 -1.2 -0.9 -2.1
H -1.38431 -0.46152 -0.53043 2.3 -1.0 -0.6
H -0.37702 -2.07307 -0.55290 0.2 2.1 -0.4
H 0.33194 -4.05142 -1.62359 0.1 0.9 -2.0
H 0.47367 -4.63950 -3.40833 -0.3 2.1 1.5
H -1.61470 -3.68244 -4.10578 0.2 1.0 2.6
H -1.75812 -2.33486 -2.66756 1.0 -2.0 -0.9
H -1.96947 -5.58794 -2.23483 -0.5 2.3 0.7
H -3.40174 -4.42076 -2.61243 2.3 0.0 1.4
H -0.92420 -4.10880 0.65030 -1.3 -0.8 -0.1
H 3.36869 -3.24503 -2.91665 -1.9 1.7 0.9
H 3.16846 -1.39328 -2.62673 -1.2 -2.4 0.5
H 1.61957 -2.90622 -0.29468 2.1 0.7 -1.0
H 3.26721 -3.77871 -0.64613 -1.3 2.3 -0.2
H 2.99746 0.33850 0.61409 0.3 -1.6 0.8
H 4.67975 -3.05470 2.04602 -0.1 2.1 1.5
H 6.04651 -3.13390 4.44203 -1.3 2.1 -0.6
H 6.06841 -0.91119 6.25142 -1.5 0.1 -2.6
H 4.63401 1.42958 5.48845 -0.2 -2.3 -2.0
H 3.24891 1.54122 3.09257 1.2 -2.5 0.3
N -6.44441 6.84178 -2.26238 -1.1 -0.2 1.0
C -5.29994 6.71601 -2.95805 0.4 -0.5 0.1
N -5.12955 7.63603 -3.92457 0.6 0.7 -1.1
O -4.48233 5.83824 -2.73065 -0.1 0.0 0.2
H -7.12977 7.55783 -2.43482 0.1 -0.1 0.0
H -6.61170 6.16912 -1.52543 0.0 0.3 -0.3
H -4.28084 7.57711 -4.47203 -0.3 0.0 0.2
H -5.79136 8.36616 -4.12677 0.1 -0.1 0.0
N 2.39705 4.48707 7.23004 0.6 1.3 0.4
C 2.32867 3.19051 6.87815 0.2 -0.3 -0.2
N 1.08107 2.73388 6.66693 -0.9 -1.0 -0.4
O 3.31849 2.48553 6.76003 0.2 -0.1 0.2
H 1.59338 5.08358 7.33237 0.0 -0.2 0.1
H 3.31797 4.87064 7.39838 -0.4 -0.2 -0.1
H 0.98510 1.76274 6.40016 0.1 0.4 0.0
H 0.25394 3.29895 6.75926 0.1 0.0 0.3
N 0.29438 2.50726 10.30455 1.1 -0.8 -0.2
C -0.64866 3.41835 10.00426 0.1 0.1 -0.4
N -1.52238 3.66611 10.99665 -1.1 0.6 0.7
O -0.70678 3.97514 8.91922 -0.1 0.2 -0.3
H 0.35855 2.03818 11.19226 0.0 0.1 -0.2
H 0.97206 2.29155 9.58499 -0.2 0.0 0.2
H -2.24853 4.34587 10.81189 0.3 -0.3 0.1
H -1.49076 3.21775 11.89661 0.0 0.1 -0.2
N 7.07891 -3.65410 9.09955 1.2 -0.9 -0.1
C 6.13587 -2.74301 8.79926 0.0 0.3 -0.6
N 5.26215 -2.49524 9.79165 -1.1 0.6 0.8
O 6.07775 -2.18622 7.71422 0.1 -0.2 0.4
H 7.14308 -4.12318 9.98726 0.0 0.1 -0.2
H 7.75659 -3.86981 8.37999 -0.3 0.1 0.3
H 4.53600 -1.81549 9.60689 0.3 -0.3 0.1
H 5.29377 -2.94361 10.69161 0.0 0.1 -0.2
N 8.21158 1.38874 1.66392 1.4 1.3 0.7
C 7.14078 0.58149 1.55753 -0.7 -0.5 0.4
N 6.98142 0.02154 0.34481 0.0 -0.4 -0.8
O 6.37580 0.37390 2.48618 0.8 0.4 -0.3
H 8.85285 1.57199 0.91067 -0.2 -0.1 0.2
H 8.36807 1.83046 2.56054 0.0 -0.2 -0.4
H 6.18735 -0.59319 0.22214 0.3 0.3 0.0
H 7.60057 0.18039 -0.43197 0.0 0.0 0.2
N -5.44049 -3.14023 2.82275 1.0 0.9 0.5
C -6.51129 -3.94747 2.71636 -0.4 0.0 0.7
N -6.67065 -4.50742 1.50364 -0.6 -0.9 -1.2
O -7.27627 -4.15506 3.64502 -0.1 0.0 0.1
H -4.79922 -2.95697 2.06950 0.0 -0.1 0.0
H -5.28400 -2.69850 3.71938 -0.1 -0.2 -0.4
H -7.46472 -5.12215 1.38097 0.3 0.3 0.1
H -6.05150 -4.34858 0.72687 0.0 0.0 0.2

101
Properties=species:S:1:pos:R:3:forces:R:3 method="wB97M-V/def2-TZVPD" energy_ev=-96822.9977 charge=-1 max_force_ev_per_a=4.694
C 8.39460 -3.94197 2.43406 0.1 0.9 0.3
C 8.19814 -2.79926 1.31280 -0.8 0.0 -0.3
C 8.10354 -3.37938 -0.18959 0.0 -0.2 0.5
C 8.67014 -2.38614 -1.31363 -0.6 -0.7 -0.3
C 7.58639 -1.35297 -1.89386 -0.1 0.6 0.7
C 6.49169 -0.88755 -0.80679 0.3 0.7 -0.2
C 5.62331 0.33830 -1.39354 0.2 0.1 -0.5
C 6.23210 1.76163 -0.97622 0.1 0.0 0.6
C 5.72503 2.29597 0.45298 -0.1 0.0 -0.4
C 4.12589 2.45596 0.54665 0.5 1.2 0.4
C 3.65199 4.00785 0.65895 -1.4 -1.3 0.3
C 2.01925 3.96513 0.64752 0.9 0.4 -0.1
C 1.42439 4.20646 -0.81985 -0.5 -0.6 0.7
C -0.00069 3.46124 -0.91180 0.2 1.2 -0.6
C -0.86631 3.97610 -2.16499 -0.4 -1.0 0.0
C -2.15816 3.00872 -2.36513 0.2 0.2 0.0
C -3.52801 3.68450 -1.88802 0.0 -0.2 -0.3
C -4.73372 2.61722 -1.74291 0.1 0.5 -0.4
C -5.54474 2.74433 -0.36146 0.3 -1.5 0.1
C -5.29273 1.39648 0.50124 -0.1 0.6 -0.3
Ga -6.17596 1.47286 2.38548 -0.4 0.1 -0.1
C -7.94103 0.34584 2.47845 -0.3 -0.5 0.2
C -7.82027 -1.06830 1.71067 -0.7 -0.2 1.2
C -9.18484 -1.47837 0.91097 0.9 1.3 -0.1
C -8.96196 -1.32041 -0.68042 -1.0 0.2 0.2
C -9.18035 -2.66709 -1.52180 -0.1 0.1 0.0
C -7.84086 -3.36041 -2.04595 -1.6 -1.6 0.4
O -7.16281 -2.65114 -3.11359 1.5 0.6 2.2
C -6.16403 -1.76353 -2.63256 -0.3 4.6 -1.0
C -4.97594 -2.13751 -1.64322 -1.4 -1.2 0.8
O -6.26420 -0.56139 -2.99812 0.6 -4.5 1.0
H 7.89645 -3.55121 3.39294 0.8 -0.7 -1.3
H 7.90861 -4.93713 2.15426 0.7 1.4 0.3
H 9.50477 -4.10080 2.67797 -1.6 0.1 -0.5
H 9.02306 -2.00395 1.33930 -1.0 -1.2 0.2
H 7.21440 -2.24619 1.55788 1.6 -0.8 -0.4
H 8.69488 -4.36171 -0.19548 -0.7 1.4 -0.2
H 7.00478 -3.66483 -0.39861 1.7 0.4 0.2
H 8.99393 -3.05130 -2.20022 -0.1 1.2 1.4
H 9.57016 -1.82864 -0.86709 -1.3 -0.8 -0.8
H 8.14542 -0.39815 -2.21288 -0.8 -1.4 0.3
H 7.04254 -1.74767 -2.81665 0.8 0.3 1.2
H 7.08218 -0.49145 0.09507 -1.0 -0.7 -1.1
H 5.81370 -1.74860 -0.45515 1.1 1.3 -0.6
H 4.51229 0.26067 -1.10136 1.7 0.1 -0.4
H 5.67766 0.28490 -2.54443 -0.3 0.0 1.7
H 6.02079 2.58960 -1.75073 0.2 -1.4 1.0
H 7.37310 1.64391 -0.91181 -1.5 0.2 -0.2
H 6.05485 1.59814 1.29337 -0.3 0.8 -1.2
H 6.24522 3.30970 0.62835 -0.9 -1.5 -0.1
H 3.79243 1.91943 1.49620 0.2 0.7 -1.3
H 3.56456 2.01886 -0.34801 0.9 0.4 1.2
H 4.01007 4.60080 -0.24636 -0.3 -0.6 1.3
H 3.95514 4.47709 1.66256 0.0 -0.7 -1.7
H 1.66436 4.76075 1.39848 0.2 -1.2 -1.3
H 1.68177 2.93340 1.03411 0.5 1.6 -0.5
H 2.13353 3.77178 -1.60752 -0.9 0.6 1.0
H 1.31264 5.32321 -1.01537 0.1 -1.4 0.2
H -0.56902 3.69055 0.06274 0.7 -0.6 -1.4
H 0.18106 2.33850 -1.03986 -0.3 1.5 0.4
H -0.21404 3.94126 -3.10111 -0.8 0.1 1.2
H -1.22860 5.04945 -2.04088 0.6 -1.3 0.0
H -1.98455 2.05965 -1.75323 -0.3 1.2 -0.8
H -2.23657 2.67413 -3.46271 0.0 0.5 1.6
H -3.81521 4.46516 -2.68234 0.5 -0.9 1.3
H -3.35086 4.21044 -0.87586 -0.3 -0.7 -1.6
H -4.27248 1.56872 -1.85824 -0.9 1.5 0.3
H -5.46816 2.74393 -2.61489 1.1 -0.2 1.1
H -6.67535 2.83626 -0.54704 1.7 0.0 0.2
H -5.19094 3.63499 0.25744 -0.5 -1.0 -0.9
H -5.73026 0.50442 -0.06682 0.7 1.1 0.4
H -4.16352 1.25958 0.62620 -1.4 0.0 -0.3
H -5.15112 1.00661 3.53188 0.2 -0.3 0.1
H -6.58482 3.00450 2.76370 0.0 0.0 -0.1
H -8.82685 0.97179 2.10457 1.1 -0.9 0.3
H -8.13940 0.15450 3.59642 0.1 0.2 -1.6
H -7.62987 -1.85593 2.53482 -0.2 1.0 -1.3
H -6.90027 -1.07753 1.03155 -1.3 -0.1 0.7
H -9.94163 -0.65840 1.20471 1.0 -1.6 -0.3
H -9.56167 -2.50349 1.23508 0.4 1.3 -0.6
H -7.95172 -0.81749 -0.82612 -1.2 -0.8 -0.1
H -9.74647 -0.56647 -1.06780 1.3 -1.1 0.6
H -9.70888 -3.44370 -0.84840 0.9 1.1 -1.0
H -9.93405 -2.46367 -2.37229 1.5 -0.4 1.0
H -7.19668 -3.59617 -1.13601 -0.5 0.6 -1.3
H -8.15385 -4.37998 -2.49008 0.6 1.5 0.6
H -5.25036 -1.68893 -0.61485 0.4 -0.5 -1.7
H -4.97029 -3.27759 -1.48223 0.4 1.7 -0.4
H -3.96248 -1.72020 -1.93828 -1.6 -0.5 0.0
C 3.24468 -4.03183 3.29294 0.3 0.0 0.2
C 4.28804 -3.24568 3.55978 -0.1 -0.3 0.1
C 4.45455 -1.93879 2.88917 0.2 0.3 0.0
O 5.40775 -1.22173 3.13039 -0.2 -0.1 0.0
C 3.41960 -1.53626 1.91300 -0.2 0.0 -0.2
C 2.37585 -2.32244 1.64594 0.2 0.3 -0.1
C 2.20923 -3.62967 2.31659 -0.4 -0.2 -0.1
O 1.25738 -4.34668 2.07550 0.3 0.2 0.1
H 3.10724 -4.99218 3.77394 0.0 0.0 0.0
H 5.05461 -3.52471 4.27219 0.0 0.0 0.0
H 3.55740 -0.57544 1.43182 0.0 0.0 0.0
H 1.60943 -2.04331 0.93349 0.0 0.0 0.0